[1]
Molecular formula: C5H6N2O
Method: DFT, ωB97M-V/def2-TZVPD

Structure (ORCA input):
```
! RIJCOSX wB97M-V def2-TZVPD def2/J DEFGRID3
* xyz 0 1
O -0.962 2.151 0.206
N 0.663 0.611 -2.819
N -0.671 -1.080 0.293
C -0.810 0.985 0.235
C 0.164 0.049 -1.742
C 0.249 -0.118 -0.316
C -1.767 -0.167 0.614
C 1.782 -0.107 0.223
H 2.590 -0.652 -0.352
H -0.299 -1.925 0.793
H -2.678 -0.165 -0.174
H 2.211 1.041 0.145
H 1.864 -0.375 1.230
H -2.337 -0.245 1.664
*
```

Mulliken population analysis, charges in e, atoms 1 to 5: -0.48 -0.47 -0.40 0.20 -0.20

---

[2]
Molecular formula: C5H6N2O
Method: DFT, ωB97M-V/def2-TZVPD

Structure (ORCA input):
```
! RIJCOSX wB97M-V def2-TZVPD def2/J DEFGRID3
* xyz 0 1
O -3.244 -0.326 -0.199
N 0.129 0.425 -0.080
N -1.103 -1.328 0.034
C 0.143 -0.968 0.047
C 1.622 0.696 -0.083
C -1.818 -0.305 -0.032
C 1.702 -1.001 -0.107
C -1.132 0.907 0.001
H 2.420 -1.317 0.900
H 1.969 1.136 -0.952
H 2.099 -1.659 -0.984
H 2.242 1.102 0.924
H -3.691 0.655 0.753
H -1.338 1.984 -0.224
*
```

Mulliken population analysis, charges in e, atoms 1 to 5: -0.60 0.18 -0.65 0.15 -0.51

---

[3]
Molecular formula: C5H6N2O
Method: DFT, ωB97M-V/def2-TZVPD

Structure (ORCA input):
```
! RIJCOSX wB97M-V def2-TZVPD def2/J DEFGRID3
* xyz 0 1
O 1.273 -0.336 1.718
N -0.539 -1.884 1.052
N -1.183 -0.729 -0.810
C 0.302 -0.846 0.835
C 1.171 2.110 -0.315
C -1.505 -1.773 0.135
C -0.018 -0.080 -0.322
C 0.391 1.140 -1.023
H 1.330 2.135 0.916
H -1.840 -0.381 -1.571
H -2.336 -2.459 -0.151
H 0.140 1.127 -2.144
H 1.684 2.855 -0.931
H 1.130 -0.879 2.611
*
```

Mulliken population analysis, charges in e, atoms 1 to 5: -0.52 -0.62 -0.15 0.58 -0.67

---

no.,HOMO-LUMO gap (Ha)
1,0.3611
2,0.2887
3,0.3113